# C29H31N2O2S

A 2-piece molecular cluster, C29H31N2O2S overall (wB97M-V/def2-TZVPD, the OMol25 dataset).

Computed properties:
total energy: -48479.37484 eV
gap between HOMO and LUMO: 5.9 eV
maximum force: 0.024 Eh/bohr
net charge: +1
2S+1: 1
relative energy (zero: lowest compared OMol25 entry of this formula, charge and spin): 0.0 kJ/mol

Cartesian coordinates (Å):
C  -2.0547  -4.6565  -1.0630
C  -1.7453  -3.2272  -0.6658
N  -0.3627  -2.7847  -0.9387
C  0.5161  -3.7209  -0.8416
N  0.3035  -5.0571  -0.6706
C  -1.0273  -5.6129  -0.4995
C  1.4539  -5.9362  -0.5480
C  2.6638  -5.1055  -0.9604
S  2.2424  -3.3541  -0.9221
H  -3.0489  -4.9383  -0.7041
H  -2.0650  -4.7560  -2.1513
H  -2.3918  -2.5360  -1.2066
H  -1.9461  -3.1293  0.4079
H  -1.2518  -5.7880  0.5611
H  -1.0530  -6.5708  -1.0207
H  1.6010  -6.2971  0.4827
H  1.3244  -6.8122  -1.1925
H  3.5417  -5.2587  -0.3215
H  2.9205  -5.3180  -2.0070
C  -4.3278  4.9864  4.6061
O  -3.7490  5.5221  3.3942
C  -2.8545  4.7435  2.7271
C  -2.3911  5.2090  1.4691
C  -1.5616  4.4207  0.6988
C  -1.0720  3.1831  1.1865
C  -0.2141  2.2986  0.3990
C  -0.3896  2.2245  -1.0003
C  0.3819  1.4643  -1.8610
C  0.2154  1.4458  -3.2877
C  1.1415  0.7252  -4.0823
C  0.9988  0.6439  -5.4605
C  -0.0628  1.3088  -6.0925
C  -0.9679  2.0599  -5.3334
C  -0.8282  2.1462  -3.9501
C  0.8415  1.5531  1.0913
C  1.6226  2.2181  2.0763
C  2.7016  1.6160  2.6794
C  3.0070  0.2677  2.3763
O  4.0784  -0.2838  3.0121
C  4.3322  -1.6847  2.7633
C  2.2056  -0.4323  1.4388
C  1.1549  0.2071  0.8024
C  -1.4728  2.7797  2.4825
C  -2.3855  3.5035  3.2275
H  -4.9593  5.7912  4.9787
H  -4.9357  4.0957  4.3969
H  -3.5577  4.7364  5.3477
H  -2.7338  6.1804  1.1108
H  -1.2429  4.7573  -0.2885
H  -1.1893  2.8448  -1.4103
H  1.2503  0.9299  -1.4776
H  1.9795  0.2519  -3.5656
H  1.7296  0.0782  -6.0422
H  -0.1691  1.2537  -7.1768
H  -1.7794  2.6034  -5.8249
H  -1.5092  2.7638  -3.3664
H  1.3839  3.2544  2.3219
H  3.3222  2.1578  3.3927
H  5.2058  -1.9113  3.3697
H  3.4816  -2.3029  3.0788
H  4.5475  -1.8716  1.7033
H  2.4301  -1.4722  1.1914
H  0.5634  -0.3651  0.0839
H  -1.1051  1.8381  2.8884
H  -2.7372  3.1192  4.1867

***

# C4H13NO3

A 3-piece molecular cluster, C4H13NO3 overall (wB97M-V/def2-TZVPD, the OMol25 dataset).

Computed properties:
total energy: -11986.06266 eV
gap between HOMO and LUMO (spin up / spin down): 8.5 / 7.1 eV
maximum force: 0.020 Eh/bohr
2S+1: 1
relative energy (zero: lowest compared OMol25 entry of this formula, charge and spin): 618.3 kJ/mol

Cartesian coordinates (Å):
C  -1.8397  -1.6514  -0.8287
O  -0.6328  -1.7755  -1.2727
O  -2.3866  -2.7640  -0.1461
H  -1.6335  -3.3443  0.0334
H  0.4905  -0.5900  -0.8019
H  -2.6068  -1.3184  -1.5596
H  -1.8626  -0.6967  -0.0048
C  -0.9344  1.4759  1.3296
C  1.3952  1.2940  -1.1533
C  1.9033  -0.2346  0.7190
N  0.9897  0.1935  -0.3124
O  -0.8634  0.4115  0.4173
H  -0.2547  1.3456  2.1812
H  -1.9590  1.5201  1.7162
H  -0.7250  2.4337  0.8371
H  1.4294  -1.0281  1.2945
H  2.8395  -0.6154  0.2891
H  2.2908  1.0417  -1.7374
H  0.5801  1.5312  -1.8346
H  1.6269  2.1660  -0.5374
H  2.1533  0.6052  1.3716